Record 1
Here is a single C18H8F5N5O4 molecule from the OMol25 dataset. Energies are from ωB97M-V/def2-TZVPD.

```
40
Properties=species:S:1:pos:R:3:forces:R:3:nbo_charge:R:1
F -1.931503 5.446835 -2.088680 -0.14 -0.37 -0.44 -0.303
F -3.565076 -5.849115 2.743877 0.95 -0.68 -0.20 -0.304
F -0.212411 5.146945 -3.438797 -0.46 0.15 0.78 -0.307
F -1.599914 -6.888260 2.900872 -1.20 1.19 -0.74 -0.300
F -0.812774 7.140625 -2.838199 0.30 -1.14 0.71 -0.305
O -2.375669 -6.249651 0.824007 0.50 1.28 2.13 -0.465
O -0.105596 -0.196986 -0.129406 -0.25 -0.59 -0.12 -0.405
O 0.099441 5.819199 -1.255763 -0.92 0.50 -2.24 -0.492
O -1.706966 -4.638301 2.453657 -0.51 -1.77 -0.44 -0.456
N 2.483925 1.189721 2.522941 -0.49 -0.54 -0.70 -0.260
N 2.154451 1.203797 1.202846 -0.22 -0.24 -1.70 -0.233
N -0.276294 0.607297 -2.180918 0.17 -0.23 0.38 -0.268
N 3.263359 -0.638018 1.419971 0.06 -0.49 1.17 -0.474
N -0.716648 -0.690230 -2.200687 -0.06 -0.94 1.54 -0.284
C -1.060946 -2.916836 0.801162 -0.07 0.63 -0.40 -0.225
C -1.333773 -3.501063 -1.540439 -0.22 0.51 1.45 -0.172
C 0.111026 3.313514 -1.172426 0.78 0.61 0.91 -0.219
C 1.399908 4.705944 0.304814 0.15 0.37 0.30 -0.228
C 0.588854 2.146712 -0.516937 0.53 0.96 0.93 -0.119
C -1.002352 -2.537978 -0.554920 0.21 -0.18 0.10 -0.101
C -1.794356 -4.737868 -1.109469 -0.37 -1.68 0.18 -0.260
C 0.522315 4.616092 -0.761396 -0.08 -2.15 0.22 0.288
C -1.551824 -4.140727 1.184171 0.11 -0.22 -0.52 0.214
C -1.929807 -5.076837 0.251683 0.39 1.07 -1.66 0.304
C 0.080780 0.850622 -0.963410 -0.10 0.62 -0.65 0.432
C 2.653755 0.099940 0.542369 0.19 0.77 1.55 0.187
C -0.606681 -1.153415 -0.964562 -0.37 -0.19 -1.75 0.462
C 3.091842 0.035992 2.626708 0.89 -0.68 -0.57 0.138
C 1.836753 3.566277 0.962315 0.89 0.73 0.24 -0.201
C -0.719573 5.857564 -2.417252 1.15 0.94 0.85 1.173
C -2.315055 -5.931661 2.252517 0.42 0.39 -0.36 1.085
C 1.512288 2.286935 0.559153 -0.82 0.60 -0.42 0.218
H 2.556100 3.721426 1.772555 -0.32 -0.34 -0.25 0.241
H -0.754334 -2.221060 1.542161 0.17 0.52 0.61 0.239
H 2.634673 -0.112073 -0.524211 -0.27 0.39 0.31 0.225
H 1.778870 5.689157 0.622684 -0.38 -0.53 -0.15 0.238
H -1.298406 -3.265093 -2.588155 0.11 0.06 -0.15 0.249
H 3.498745 -0.354049 3.570190 -0.32 0.36 -0.62 0.210
H -0.567899 3.180206 -1.984292 -0.36 -0.11 -0.33 0.249
H -2.029230 -5.525577 -1.830737 -0.02 0.40 0.09 0.232
```
Forces are in eV/Å.

## Properties
SMILES: FC(F)(F)Oc1ccc(-n2cncn2)c(-c2nnc(-c3ccc4c(c3)OC(F)(F)O4)o2)c1
Total energy, eV: -48022.890
Net charge: 0
E_HOMO, Ha: -0.3271

***

Record 2
Here is a molecular structure, C31H47BN8PtSSe from the OMol25 dataset. Energies are from ωB97M-V/def2-TZVPD.

```
90
Properties=species:S:1:pos:R:3:forces:R:3:mulliken_charge:R:1
Pt -0.439581 -0.699850 0.577866 -0.18 0.11 0.13 2.463
Se -0.904458 -1.635286 -1.607251 0.16 -0.20 -0.12 -0.073
S 1.289621 0.615401 -0.216591 -0.02 0.00 0.10 -0.647
N -2.124633 2.025644 0.597530 0.01 0.03 -0.02 -0.013
N -2.013441 -1.851583 1.244156 0.08 -0.10 0.09 -0.004
N -3.071961 -1.156198 1.725038 0.03 0.04 -0.09 0.406
N 3.863683 0.143108 -0.389246 0.00 -0.01 -0.01 -0.161
N -3.133146 1.444931 1.290429 0.02 0.03 0.00 0.765
N -1.631869 0.384961 3.063670 0.01 0.15 -0.01 0.656
N 2.604609 -1.633986 0.348155 0.01 0.02 0.05 0.170
N -0.407703 0.100852 2.555925 -0.14 -0.10 -0.12 -0.531
C -1.506251 0.808363 4.325618 0.04 -0.03 0.00 -0.590
C -0.853488 1.509592 -4.354282 -0.01 -0.02 -0.02 -0.825
C -1.482420 -4.346790 0.895477 -0.01 0.04 0.00 0.437
C -0.171326 0.796549 4.665282 -0.03 0.04 -0.02 -1.233
C 2.667886 -0.372102 -0.067248 0.02 0.02 -0.05 0.545
C -4.074118 -2.004101 1.981819 0.01 0.00 0.00 -0.331
C 1.299321 0.509941 -4.485418 0.00 0.02 0.00 -0.747
C 1.946499 -1.501922 -3.182334 0.03 0.00 0.01 -1.490
C 2.616170 1.529912 3.004698 0.01 -0.01 0.04 -1.280
C -1.917223 -5.016789 -0.412034 0.00 0.02 0.01 -1.369
C -0.400358 3.553603 -1.024342 0.02 -0.01 0.01 -0.849
C -1.844792 4.005133 -0.880565 -0.01 -0.01 0.00 1.274
C -1.252054 0.581821 -3.395365 0.01 0.03 0.04 0.376
C -4.035666 3.169546 0.252846 0.00 0.00 -0.03 -1.624
C 1.965633 0.181778 3.330009 -0.01 -0.05 -0.02 2.469
C 0.025377 -4.124885 0.924144 -0.01 0.02 0.02 -0.728
C 0.829176 2.506456 -5.943122 0.00 0.00 0.00 -1.638
C -2.344370 -3.148733 1.221085 -0.05 0.03 0.03 0.042
C 5.117073 -0.598740 -0.341316 -0.01 0.01 0.01 -0.736
C 0.487227 0.344087 3.515961 0.07 0.00 -0.02 -0.145
C -0.332860 -0.381496 -2.956634 -0.06 0.12 0.07 0.357
C 0.419398 1.498574 -4.903310 0.00 -0.01 -0.01 0.498
C 4.835368 -2.085765 -0.478100 0.00 0.00 0.00 -0.495
C -2.654839 0.651372 -2.857836 -0.02 0.02 0.01 -1.797
C -1.915405 5.424902 -0.311273 0.00 0.00 -0.01 -1.673
C -4.285565 2.124190 1.103339 -0.03 -0.07 -0.03 -0.357
C -3.666104 -3.278227 1.667726 -0.01 -0.01 0.01 -1.302
C 3.766021 -2.490143 0.522521 0.00 -0.01 -0.01 -0.670
C -2.657079 3.065972 -0.031071 0.03 -0.03 0.03 -0.127
C 2.616567 -0.432317 4.569531 -0.01 -0.04 -0.01 -1.786
C 0.943912 -0.435054 -3.529261 -0.01 -0.02 0.01 0.861
B -2.967677 0.299056 2.285927 0.01 -0.05 0.05 -0.687
H 0.266613 1.067403 5.609684 0.00 0.01 0.00 0.440
H -4.993442 -1.638407 2.405948 0.00 0.00 0.00 0.490
H 4.483620 -2.302381 -1.487585 -0.01 0.00 -0.03 0.160
H 0.345068 -3.678216 1.869471 0.00 0.04 -0.03 0.327
H -0.341194 2.543749 -1.424510 0.00 -0.06 -0.05 -0.404
H 0.100083 3.557505 -0.053738 0.01 -0.02 0.00 0.235
H -4.219564 -4.194952 1.777422 0.00 0.00 0.00 0.492
H 0.110064 3.322823 -6.004271 0.00 0.00 0.00 0.350
H 2.156978 -1.385475 4.834388 0.00 0.00 0.00 0.379
H -2.943509 5.784063 -0.251793 0.00 0.00 0.01 0.390
H 0.528649 -5.087198 0.806356 0.00 0.00 0.03 0.493
H -2.380314 1.080988 4.891871 0.00 0.01 0.00 0.461
H -4.735355 3.905658 -0.105881 0.00 0.00 0.00 0.476
H -5.192537 1.814241 1.596090 0.00 0.00 0.01 0.512
H -3.152648 -0.315262 -2.930163 0.00 0.00 -0.04 0.400
H -3.236726 1.389511 -3.411151 0.01 0.02 0.03 0.412
H 5.638659 -0.395854 0.599206 0.00 0.00 0.00 0.304
H 5.749100 -2.653231 -0.305742 0.00 0.00 0.01 0.403
H 2.454853 2.227675 3.829563 0.02 0.00 0.00 0.425
H 1.807881 2.932329 -5.716277 0.00 0.00 0.00 0.372
H -1.346896 6.118511 -0.934475 0.00 0.00 0.00 0.430
H -3.865383 0.390489 3.084009 0.02 0.00 0.01 -0.216
H -1.365985 -5.948753 -0.552551 0.00 0.00 0.00 0.411
H 0.894851 2.045101 -6.930922 0.00 0.00 0.00 0.333
H 4.147148 -2.407621 1.546097 0.00 0.00 0.00 0.307
H 2.962193 -1.109124 -3.265886 0.02 0.00 -0.01 0.292
H -1.494316 5.445743 0.696426 0.01 0.00 0.00 0.347
H 2.112226 -0.505027 2.494460 -0.01 0.07 -0.02 -0.874
H -2.982280 -5.249983 -0.397490 0.00 0.01 -0.01 0.414
H -1.719750 -4.366508 -1.263620 0.00 0.01 -0.01 0.143
H 0.327597 -3.482925 0.097716 0.04 0.00 -0.04 -0.420
H 5.751259 -0.250169 -1.155912 0.00 0.00 0.00 0.407
H 3.694777 1.412654 2.869722 0.00 0.00 -0.01 0.341
H 3.450202 -3.520840 0.366062 0.00 0.00 0.00 0.306
H -2.660114 0.918504 -1.800368 0.02 0.04 0.06 0.218
H 0.141676 4.220025 -1.699019 0.00 0.01 0.01 0.468
H 1.786765 -1.892558 -2.180547 0.00 0.00 0.01 0.089
H -2.299076 4.023456 -1.878453 -0.01 -0.03 0.00 0.218
H 1.858823 -2.343776 -3.874340 -0.01 -0.01 0.01 0.478
H 3.865460 1.107929 -0.674709 0.00 -0.01 -0.02 0.268
H 1.669252 -1.952431 0.585467 -0.02 -0.03 -0.05 -0.577
H 2.193721 1.965584 2.101280 -0.02 0.00 0.00 0.128
H 3.681206 -0.598531 4.393220 0.00 0.00 0.00 0.457
H -1.716704 -5.044674 1.706412 0.03 -0.03 -0.02 0.483
H 2.296329 0.469944 -4.915326 0.00 0.00 0.00 0.372
H -1.564196 2.263488 -4.677500 0.00 0.00 0.00 0.298
H 2.529764 0.234720 5.429183 -0.01 0.00 0.00 0.357
```
Forces are in eV/Å.

## Properties
Total energy, eV: -124940.849
Net charge: 0
E_HOMO, Ha: -0.2619

***

> Which value of net charge does entry 2 give?

0

***

> Among the records above, which one has the lowest E_HOMO?

C18H8F5N5O4

***

Repeat the first record exactly.
Here is a single C18H8F5N5O4 molecule from the OMol25 dataset. Energies are from ωB97M-V/def2-TZVPD.

```
40
Properties=species:S:1:pos:R:3:forces:R:3:nbo_charge:R:1
F -1.931503 5.446835 -2.088680 -0.14 -0.37 -0.44 -0.303
F -3.565076 -5.849115 2.743877 0.95 -0.68 -0.20 -0.304
F -0.212411 5.146945 -3.438797 -0.46 0.15 0.78 -0.307
F -1.599914 -6.888260 2.900872 -1.20 1.19 -0.74 -0.300
F -0.812774 7.140625 -2.838199 0.30 -1.14 0.71 -0.305
O -2.375669 -6.249651 0.824007 0.50 1.28 2.13 -0.465
O -0.105596 -0.196986 -0.129406 -0.25 -0.59 -0.12 -0.405
O 0.099441 5.819199 -1.255763 -0.92 0.50 -2.24 -0.492
O -1.706966 -4.638301 2.453657 -0.51 -1.77 -0.44 -0.456
N 2.483925 1.189721 2.522941 -0.49 -0.54 -0.70 -0.260
N 2.154451 1.203797 1.202846 -0.22 -0.24 -1.70 -0.233
N -0.276294 0.607297 -2.180918 0.17 -0.23 0.38 -0.268
N 3.263359 -0.638018 1.419971 0.06 -0.49 1.17 -0.474
N -0.716648 -0.690230 -2.200687 -0.06 -0.94 1.54 -0.284
C -1.060946 -2.916836 0.801162 -0.07 0.63 -0.40 -0.225
C -1.333773 -3.501063 -1.540439 -0.22 0.51 1.45 -0.172
C 0.111026 3.313514 -1.172426 0.78 0.61 0.91 -0.219
C 1.399908 4.705944 0.304814 0.15 0.37 0.30 -0.228
C 0.588854 2.146712 -0.516937 0.53 0.96 0.93 -0.119
C -1.002352 -2.537978 -0.554920 0.21 -0.18 0.10 -0.101
C -1.794356 -4.737868 -1.109469 -0.37 -1.68 0.18 -0.260
C 0.522315 4.616092 -0.761396 -0.08 -2.15 0.22 0.288
C -1.551824 -4.140727 1.184171 0.11 -0.22 -0.52 0.214
C -1.929807 -5.076837 0.251683 0.39 1.07 -1.66 0.304
C 0.080780 0.850622 -0.963410 -0.10 0.62 -0.65 0.432
C 2.653755 0.099940 0.542369 0.19 0.77 1.55 0.187
C -0.606681 -1.153415 -0.964562 -0.37 -0.19 -1.75 0.462
C 3.091842 0.035992 2.626708 0.89 -0.68 -0.57 0.138
C 1.836753 3.566277 0.962315 0.89 0.73 0.24 -0.201
C -0.719573 5.857564 -2.417252 1.15 0.94 0.85 1.173
C -2.315055 -5.931661 2.252517 0.42 0.39 -0.36 1.085
C 1.512288 2.286935 0.559153 -0.82 0.60 -0.42 0.218
H 2.556100 3.721426 1.772555 -0.32 -0.34 -0.25 0.241
H -0.754334 -2.221060 1.542161 0.17 0.52 0.61 0.239
H 2.634673 -0.112073 -0.524211 -0.27 0.39 0.31 0.225
H 1.778870 5.689157 0.622684 -0.38 -0.53 -0.15 0.238
H -1.298406 -3.265093 -2.588155 0.11 0.06 -0.15 0.249
H 3.498745 -0.354049 3.570190 -0.32 0.36 -0.62 0.210
H -0.567899 3.180206 -1.984292 -0.36 -0.11 -0.33 0.249
H -2.029230 -5.525577 -1.830737 -0.02 0.40 0.09 0.232
```
Forces are in eV/Å.

## Properties
SMILES: FC(F)(F)Oc1ccc(-n2cncn2)c(-c2nnc(-c3ccc4c(c3)OC(F)(F)O4)o2)c1
Total energy, eV: -48022.890
Net charge: 0
E_HOMO, Ha: -0.3271